1.
16
Properties=species:S:1:pos:R:3:forces:R:3:mulliken_charge:R:1 method="wB97M-V/def2-TZVPD" smiles=CSC.CN de_lowest_kcal_mol=54.6 fmax_ha_per_bohr=0.128 orbital_gap_ha=0.3353 e_homo_ev=-8.18 e_lumo_ev=0.944
C -0.917 -0.881 1.685 -0.94 0.49 -1.15 -0.907
S -1.025 0.556 0.311 0.39 -0.89 2.93 -0.068
C -0.377 1.853 1.374 2.30 1.43 1.42 -0.801
H -1.814 -0.601 2.276 -0.13 -1.12 -0.90 0.315
H -0.222 -1.051 2.538 0.84 1.01 -1.27 0.346
H -0.864 -1.766 0.989 -0.80 0.69 1.19 0.275
H -0.175 2.742 0.752 -0.45 -0.24 0.12 0.309
H -0.799 2.274 2.394 0.06 -1.39 -2.12 0.282
H 0.697 1.520 1.607 -1.47 0.44 0.02 0.239
C 0.591 -0.390 -2.496 -3.59 2.36 4.99 -0.725
N 0.839 -1.155 -1.225 0.33 0.05 -0.65 -0.468
H -0.497 -0.520 -2.766 1.13 0.14 -0.04 0.190
H 1.207 -0.696 -3.209 2.58 -0.93 -3.32 0.395
H 0.720 0.708 -2.193 -0.11 -1.45 -1.02 0.208
H 1.292 -2.033 -1.508 0.19 0.73 0.88 0.215
H 1.346 -0.560 -0.529 -0.33 -1.32 -1.10 0.196


2.
16
Properties=species:S:1:pos:R:3:forces:R:3:mulliken_charge:R:1 method="wB97M-V/def2-TZVPD" de_lowest_kcal_mol=56.9 total_charge=+1 s2=0.753 fmax_ha_per_bohr=0.058 orbital_gap_ha="0.2335 / 0.0514" multiplicity=2 e_homo_ev="-11.04 / -11.04" e_lumo_ev="-4.686 / -9.642"
C -2.148 -2.747 4.254 -1.70 1.29 -0.58 -0.684
S -2.858 -1.320 3.160 0.44 -1.81 -0.01 0.337
H -2.762 -3.640 4.128 0.02 0.07 -0.73 0.334
H -2.420 -2.383 5.238 1.05 0.01 0.36 0.349
H -1.127 -2.885 3.901 0.10 0.15 0.47 0.358
C 1.648 1.013 -1.381 -1.48 -1.31 0.99 -1.017
C 1.646 1.028 -2.876 0.23 2.75 -1.16 -0.224
N 0.546 1.923 -3.418 0.19 -0.09 0.42 -0.688
H 1.513 1.970 -0.871 0.24 0.09 -0.44 0.299
H 2.483 0.473 -0.925 0.14 0.24 -0.34 0.325
H 0.755 0.411 -1.119 0.20 0.29 0.29 0.215
H 1.572 0.050 -3.320 0.08 -0.29 -0.07 0.331
H 2.530 1.580 -3.203 0.68 -0.92 -0.13 0.273
H 0.849 2.871 -3.197 -0.28 -0.05 0.47 0.243
H 0.595 1.992 -4.432 -0.01 -0.71 -0.02 0.245
H -2.821 -0.338 4.058 0.09 0.31 0.47 0.305


3.
17
Properties=species:S:1:pos:R:3:forces:R:3:mulliken_charge:R:1 method="wB97M-V/def2-TZVPD" smiles=CCSS.CN de_lowest_kcal_mol=4.5 fmax_ha_per_bohr=0.011 orbital_gap_ha=0.3494 e_homo_ev=-8.96 e_lumo_ev=0.543
C -1.230 0.057 2.510 -0.14 -0.34 -0.03 -1.226
C -1.403 0.467 1.053 -0.06 0.24 0.37 -0.263
S -1.507 -1.034 0.046 -0.06 0.08 -0.15 -0.098
S -1.865 -0.219 -1.817 -0.11 -0.23 0.10 -0.160
H -0.463 -0.704 2.610 0.24 -0.12 0.04 0.334
H -2.159 -0.381 2.876 0.01 0.02 0.09 0.319
H -0.955 0.884 3.161 -0.07 0.16 -0.13 0.345
H -0.591 1.110 0.714 -0.04 -0.07 -0.06 0.277
H -2.345 1.002 0.954 0.06 0.15 -0.17 0.373
H -0.691 -0.563 -2.360 0.05 0.14 -0.04 0.088
C 1.850 -0.335 -1.919 0.41 0.34 0.21 -0.702
N 2.065 0.544 -0.764 -0.12 -0.11 0.00 -0.588
H 1.274 -1.233 -1.685 -0.16 -0.05 -0.13 0.207
H 2.827 -0.655 -2.281 -0.04 0.00 -0.13 0.338
H 1.379 0.259 -2.706 -0.03 -0.27 -0.01 0.280
H 1.175 0.730 -0.316 0.09 0.03 -0.01 0.234
H 2.639 0.072 -0.077 -0.02 0.01 0.05 0.243


4.
15
Properties=species:S:1:pos:R:3:forces:R:3:mulliken_charge:R:1 method="wB97M-V/def2-TZVPD" de_lowest_kcal_mol=4.3 s2=0.751 fmax_ha_per_bohr=0.024 orbital_gap_ha="0.2347 / 0.4228" multiplicity=2 e_homo_ev="-5.17 / -11.31" e_lumo_ev="1.217 / 0.193"
O -2.939 -0.093 1.429 0.04 -0.79 -0.13 -1.185
H -2.643 0.540 0.684 0.02 0.33 0.24 0.364
H -2.927 0.275 2.406 0.06 0.38 -0.07 0.547
H -2.293 -0.895 1.425 -0.15 0.09 0.00 0.331
C 0.016 -0.453 -1.269 -0.24 0.42 1.14 -1.021
C 1.465 -0.116 -0.912 -0.04 -0.62 -0.76 -0.249
C 1.591 0.542 0.463 0.50 -0.08 -0.36 -1.009
H -0.498 0.510 -1.174 -0.53 -0.33 -0.47 0.271
H -0.195 -0.986 -2.191 0.36 0.47 -0.46 0.334
H -0.426 -1.116 -0.514 0.17 0.16 0.19 0.181
H 2.058 -1.017 -1.086 0.24 0.03 0.55 0.321
H 1.846 0.605 -1.634 0.03 -0.02 -0.24 0.248
H 2.583 0.401 0.894 -0.02 -0.16 0.01 0.297
H 0.851 0.184 1.175 -0.07 0.07 0.03 0.280
H 1.510 1.618 0.306 -0.38 0.05 0.35 0.288